C3H11O2S | the ωB97M-V functional and the def2-TZVPD basis

Bonds (Å) are listed after each position.
Atoms and positions in Å:
1 C 1.0900 -0.9104 1.7906  C2 1.542, H5 1.096, H6 1.090, H7 1.090
2 C -0.2381 -0.2034 1.4537  C1 1.542, C3 1.539, H8 1.098, H9 1.092
3 C -0.0201 1.1441 0.7426  C2 1.539, S4 1.844, H10 1.090, H11 1.091
4 S 0.9911 1.0717 -0.7976  C3 1.844
5 H 1.7135 -0.2678 2.4230  C1 1.096
6 H 0.9439 -1.8855 2.2553  C1 1.090
7 H 1.6558 -1.0166 0.8650  C1 1.090
8 H -0.7313 0.0048 2.4125  C2 1.098
9 H -0.8026 -0.9127 0.8443  C2 1.092
10 H -0.9998 1.4946 0.4169  C3 1.090
11 H 0.4876 1.7871 1.4636  C3 1.091
12 H 0.2201 -1.2973 -1.2922  O14 0.985
13 H 0.1281 -1.4428 -2.7682  O14 0.994
14 O -0.2702 -1.8418 -1.9499  H12 0.985, H13 0.994
15 H -0.7783 1.7742 -2.3121  O17 0.987
16 H -2.0936 1.1686 -2.5204  O17 0.959
17 O -1.2961 1.3333 -3.0271  H15 0.987, H16 0.959

Results
- Charge: -1
- Energy above the lowest of the compared OMol25 structures with the same formula, charge and spin: 9.2 kcal/mol
- Frontier orbital gap: 6.97 eV
- Spin multiplicity: 1
- E_tot: -18220.914 eV

C3H11O3 | the ωB97M-V functional and the def2-TZVPD basis

Bonds (Å) are listed after each position.
Atoms and positions in Å:
1 C -0.5198 0.2208 0.5162  O2 1.403, C3 1.559, H5 1.113, H6 1.103
2 O 0.3150 -0.6519 1.2312  C1 1.403
3 C -0.0658 0.5513 -0.9378  C1 1.559, C4 1.548, H7 1.085, H8 1.095
4 C -0.6449 1.8636 -1.5211  C3 1.548, H9 1.093, H10 1.081, H11 1.060
5 H -1.5320 -0.2340 0.4281  C1 1.113
6 H -0.6251 1.1906 1.0300  C1 1.103
7 H 1.0184 0.5959 -0.9204  C3 1.085
8 H -0.4118 -0.2710 -1.5719  C3 1.095
9 H 0.1385 2.3839 -2.0779  C4 1.093
10 H -1.5290 1.7832 -2.1378  C4 1.081
11 H -0.9449 2.5231 -0.7474  C4 1.060
12 H -0.6115 -3.2305 2.1250  O14 0.962
13 H -0.7120 -1.8622 1.4604  O14 1.020
14 O -1.2859 -2.5826 1.8988  H12 0.962, H13 1.020
15 H 1.7142 -0.9724 0.5541  O17 1.028
16 H 3.0045 -0.2034 0.4058  O17 0.964
17 O 2.6921 -1.1044 0.2648  H15 1.028, H16 0.964

Results
- Charge: -2
- Energy above the lowest of the compared OMol25 structures with the same formula, charge and spin: 1.8 kcal/mol
- Frontier orbital gap (spin up / spin down): 2.14 / 7.45 eV
- Spin multiplicity: 2
- E_tot: -9428.233 eV
- Expectation value of S²: 0.75